(1)
Entry from the OMol25 dataset: a molecular structure, C13H52O13 (ωB97M-V/def2-TZVPD).

The geometry in ORCA input format:
```
! wB97M-V def2-TZVPD RIJCOSX def2/J DEFGRID3
* xyz 0 1
C 13.919 16.343 -25.704
O 13.733 17.619 -25.080
H 13.172 16.184 -26.481
H 14.789 16.312 -26.360
H 13.934 15.590 -24.916
H 12.799 17.700 -24.874
C 16.654 17.204 -22.349
O 17.529 16.478 -21.523
H 17.082 18.177 -22.590
H 16.433 16.614 -23.238
H 15.724 17.486 -21.854
H 17.241 15.564 -21.470
C 13.376 19.345 -20.173
O 12.561 18.250 -19.845
H 13.870 19.811 -19.321
H 14.158 19.006 -20.853
H 12.805 20.163 -20.612
H 12.535 18.156 -18.890
C 14.724 17.018 -20.226
O 14.972 15.646 -20.619
H 15.583 17.666 -20.056
H 14.121 17.561 -20.955
H 14.177 17.095 -19.286
H 15.630 15.250 -20.042
C 13.651 15.467 -22.839
O 13.704 14.627 -21.714
H 14.684 15.486 -23.186
H 13.019 15.008 -23.599
H 13.281 16.459 -22.579
H 14.234 15.066 -21.044
C 18.027 20.485 -22.139
O 16.620 20.345 -22.352
H 18.131 21.341 -21.474
H 18.450 19.546 -21.782
H 18.525 20.741 -23.075
H 16.616 19.910 -23.208
C 18.099 19.422 -24.868
O 17.003 19.276 -24.017
H 18.734 20.264 -24.590
H 18.717 18.525 -24.856
H 17.818 19.513 -25.917
H 16.316 18.722 -24.395
C 14.371 18.906 -23.150
O 14.207 20.016 -22.235
H 14.293 17.993 -22.560
H 13.675 18.816 -23.984
H 15.335 19.011 -23.647
H 14.689 19.843 -21.422
C 12.193 20.501 -25.156
O 12.066 21.700 -25.949
H 13.228 20.159 -25.145
H 12.030 20.906 -24.157
H 11.434 19.810 -25.523
H 12.425 22.466 -25.494
C 14.818 22.399 -22.649
O 13.592 21.737 -22.909
H 14.652 23.423 -22.315
H 15.215 21.832 -21.807
H 15.598 22.362 -23.411
H 13.738 20.791 -22.844
C 16.092 19.817 -19.475
O 15.641 19.640 -20.780
H 15.571 19.149 -18.789
H 17.145 19.548 -19.406
H 15.898 20.867 -19.253
H 16.254 20.000 -21.424
C 11.485 19.103 -22.509
O 11.186 18.382 -21.308
H 11.740 20.133 -22.258
H 12.279 18.711 -23.145
H 10.547 19.172 -23.060
H 11.885 18.591 -20.684
C 16.609 17.481 -25.798
O 15.618 18.159 -24.944
H 17.509 17.186 -25.258
H 16.124 16.595 -26.206
H 16.932 18.015 -26.692
H 14.773 17.705 -24.894
*
```

Computed properties:
Relative energy (zero: lowest compared OMol25 entry of this formula, charge and spin) ... 635.27 kcal/mol
E ... -1503.43217 Eh
M ... 416.55 g mol⁻¹
HOMO-LUMO gap ... 0.3004 Eh

***

(2)
Entry from the OMol25 dataset: 13 unconnected molecules or ions with the total composition C13H52O13 (ωB97M-V/def2-TZVPD).

The geometry in ORCA input format:
```
! wB97M-V def2-TZVPD RIJCOSX def2/J DEFGRID3
* xyz 0 1
C 1.715 4.311 -0.456
O 2.939 4.495 -1.193
H 1.918 4.182 0.608
H 1.015 5.098 -0.736
H 1.281 3.414 -0.897
H 3.655 4.235 -0.608
C -3.009 -0.174 1.807
O -2.964 -0.958 0.580
H -2.301 -0.508 2.564
H -2.838 0.847 1.466
H -4.076 -0.223 2.025
H -3.622 -0.590 -0.015
C 0.485 0.350 -0.074
O -0.581 -0.274 -0.931
H 0.081 1.175 0.513
H 0.503 -0.384 0.732
H 1.439 0.505 -0.578
H -1.367 -0.235 -0.381
C -0.547 -2.899 2.825
O 0.283 -4.111 2.782
H -0.847 -2.656 3.845
H -0.003 -2.045 2.421
H -1.449 -3.178 2.281
H 1.094 -4.026 3.289
C -4.302 1.121 -2.051
O -4.616 -0.014 -1.283
H -4.130 0.939 -3.112
H -4.923 1.987 -1.820
H -3.344 1.501 -1.695
H -4.854 -0.678 -1.934
C 3.050 1.889 -3.227
O 3.638 3.250 -3.440
H 1.961 1.854 -3.260
H 3.317 1.236 -4.059
H 3.465 1.507 -2.295
H 3.412 3.763 -2.660
C -2.556 -1.792 -4.020
O -2.026 -0.625 -3.469
H -3.604 -1.935 -3.756
H -2.358 -1.807 -5.091
H -2.021 -2.701 -3.747
H -1.800 -0.814 -2.556
C -0.400 0.741 4.313
O -1.363 -0.070 5.015
H 0.578 0.260 4.273
H -0.662 0.831 3.259
H -0.149 1.641 4.875
H -1.168 -0.173 5.950
C -1.614 4.310 2.227
O -0.891 5.321 2.861
H -2.331 3.877 2.925
H -2.197 4.768 1.428
H -1.026 3.436 1.948
H 0.027 5.046 2.923
C 3.573 0.511 2.836
O 3.994 1.732 3.416
H 4.211 0.061 2.075
H 3.610 -0.136 3.712
H 2.603 0.558 2.341
H 4.912 1.670 3.692
C -1.380 -3.644 -0.855
O -1.382 -4.649 0.162
H -2.311 -3.093 -0.722
H -0.537 -2.954 -0.864
H -1.505 -4.120 -1.828
H -0.776 -4.364 0.851
C 2.847 -2.849 -0.491
O 4.053 -2.144 -0.184
H 2.171 -2.113 -0.927
H 3.017 -3.587 -1.275
H 2.500 -3.332 0.423
H 4.611 -2.692 0.373
C 1.298 -1.871 -3.829
O 0.608 -0.716 -4.299
H 0.973 -2.812 -4.273
H 2.367 -1.694 -3.952
H 0.915 -1.997 -2.817
H -0.285 -0.784 -3.955
*
```

Computed properties:
Relative energy (zero: lowest compared OMol25 entry of this formula, charge and spin) ... 87.71 kcal/mol
E ... -1504.30477 Eh
M ... 416.55 g mol⁻¹
HOMO-LUMO gap ... 0.3514 Eh

***

(3)
Entry from the OMol25 dataset: 13 unconnected molecules or ions with the total composition C13H52O13 (ωB97M-V/def2-TZVPD).

The geometry in ORCA input format:
```
! wB97M-V def2-TZVPD RIJCOSX def2/J DEFGRID3
* xyz 0 1
C -4.233 -2.226 24.967
O -4.481 -1.762 23.653
H -3.648 -1.524 25.564
H -5.203 -2.370 25.442
H -3.706 -3.185 25.024
H -3.646 -1.544 23.230
C -0.913 -2.380 29.827
O 0.158 -1.974 28.930
H -0.572 -3.320 30.261
H -0.999 -1.593 30.574
H -1.851 -2.497 29.297
H 0.989 -2.017 29.407
C -6.847 -0.663 27.781
O -7.711 0.334 28.303
H -7.404 -1.196 27.001
H -5.898 -0.321 27.367
H -6.701 -1.470 28.506
H -7.737 0.247 29.257
C -0.736 -3.974 26.253
O -1.085 -2.611 26.521
H -0.045 -4.028 25.414
H -0.262 -4.368 27.156
H -1.651 -4.544 26.096
H -0.671 -2.349 27.358
C -8.129 -4.052 30.200
O -6.954 -4.871 30.090
H -8.999 -4.640 29.912
H -8.247 -3.710 31.235
H -7.952 -3.129 29.655
H -7.114 -5.665 30.606
C -2.666 0.831 26.426
O -2.482 -0.232 27.349
H -3.695 1.195 26.496
H -2.088 1.707 26.734
H -2.468 0.554 25.393
H -1.990 -0.948 26.925
C -4.130 -3.246 28.736
O -5.256 -3.849 28.117
H -3.446 -4.015 29.116
H -3.539 -2.662 28.028
H -4.503 -2.599 29.534
H -5.808 -4.171 28.847
C -4.188 -7.192 30.265
O -3.119 -7.521 31.126
H -5.117 -7.666 30.605
H -4.350 -6.113 30.236
H -4.033 -7.454 29.211
H -2.996 -8.473 31.074
C -2.604 -3.929 32.453
O -3.174 -3.948 31.166
H -3.157 -3.311 33.165
H -2.641 -4.919 32.919
H -1.590 -3.518 32.453
H -2.808 -4.676 30.658
C -3.391 0.124 30.555
O -2.704 1.089 29.784
H -3.977 0.634 31.323
H -4.111 -0.412 29.928
H -2.747 -0.581 31.091
H -2.347 0.611 29.013
C -8.123 -4.295 25.785
O -8.635 -3.402 24.811
H -7.105 -3.969 26.035
H -8.705 -4.234 26.705
H -8.043 -5.347 25.493
H -7.932 -3.201 24.190
C -7.592 -7.104 27.709
O -7.708 -7.793 26.480
H -7.178 -7.754 28.489
H -6.933 -6.252 27.541
H -8.539 -6.689 28.075
H -8.455 -8.397 26.521
C -6.302 -2.738 32.152
O -7.564 -2.192 31.810
H -6.351 -3.680 32.705
H -5.770 -2.961 31.226
H -5.670 -2.077 32.749
H -8.264 -2.683 32.244
*
```

Computed properties:
Relative energy (zero: lowest compared OMol25 entry of this formula, charge and spin) ... 75.11 kcal/mol
E ... -1504.32485 Eh
M ... 416.55 g mol⁻¹
HOMO-LUMO gap ... 0.3614 Eh

***

Q: Look up the relative energy (zero: lowest compared OMol25 entry of this formula, charge and spin) of the third one.
A: 75.11 kcal/mol